Entry 1:
Formula: CH3PS
Source: the Open Molecules 2025 dataset
Level of theory: the ωB97M-V functional and the def2-TZVPD basis

The lowest unoccupied orbital energy (alpha / beta) comes out at -1.1 / -2.1 eV. The energy relative to the best compared isomer or geometry (same formula, charge and spin) is 63.4 kcal/mol. The value obtained for the HOMO energy (alpha / beta) is -9.38 / -8.54 eV. For the electronic energy, the calculation gives -779.313311 Eh.

ORCA input file:
```
! wB97M-V def2-TZVPD RIJCOSX def2/J DEFGRID3
* xyz 0 1
C -0.19 0.40 -0.07
P 1.41 -0.45 0.08
S -1.88 -0.28 0.13
H -0.20 1.06 0.76
H 0.06 0.96 -1.10
H 0.79 -1.68 0.19
*
```

Here are the Mulliken charges for atoms 1 to 4, given in e:
1 C -0.52
2 P 0.00
3 S -0.07
4 H 0.27

---

Entry 2:
Formula: C25H35BMgN12PS2
Source: the Open Molecules 2025 dataset
Level of theory: the ωB97M-V functional and the def2-TZVPD basis

The lowest unoccupied orbital energy (alpha / beta) comes out at -5.3 / -7.6 eV. As for the expectation value of S²: 0.772. The value obtained for the HOMO energy (alpha / beta) is -13.09 / -13.08 eV. For the electronic energy, the calculation gives -2993.145410 Eh.

ORCA input file:
```
! wB97M-V def2-TZVPD RIJCOSX def2/J DEFGRID3
* xyz 2 2
Mg -0.50 0.08 -0.26
C -4.25 -0.98 0.02
C -3.02 -1.62 0.55
C -2.89 -2.41 1.73
C -1.60 -2.81 1.77
N -0.96 -2.30 0.66
N -1.87 -1.54 -0.09
B 0.24 -2.87 0.02
N 1.89 -0.69 1.22
C 3.20 -1.01 1.17
C 3.75 -0.29 0.14
C 2.70 0.48 -0.38
C 2.79 1.45 -1.51
N 1.56 0.24 0.28
N 0.61 -2.43 -1.33
C 1.40 -3.08 -2.24
C 1.52 -2.31 -3.35
C 0.81 -1.13 -3.05
C 0.69 0.06 -3.95
N 0.26 -1.19 -1.85
N 1.01 -3.84 0.77
C 1.69 -4.98 0.43
C 2.26 -5.48 1.55
C 1.89 -4.57 2.59
C 2.27 -4.63 4.03
N 1.14 -3.60 2.13
H -4.98 -1.75 -0.23
H -4.72 -0.33 0.77
H -4.04 -0.40 -0.88
H -3.67 -2.66 2.43
H -1.06 -3.43 2.46
H 3.63 -1.71 1.87
H 4.77 -0.30 -0.19
H 3.34 1.03 -2.35
H 1.81 1.79 -1.84
H 3.33 2.34 -1.18
H 1.81 -4.05 -2.04
H 2.06 -2.54 -4.25
H 1.60 0.18 -4.52
H -0.12 -0.08 -4.66
H 0.54 0.98 -3.39
H 1.67 -5.41 -0.56
H 2.84 -6.38 1.64
H 2.06 -5.62 4.44
H 3.34 -4.46 4.15
H 1.73 -3.89 4.60
N 0.07 -0.33 3.41
C -0.84 0.49 3.05
N -1.14 0.76 1.72
C -2.16 1.62 1.64
C -2.69 2.07 2.86
S -1.90 1.39 4.16
C -2.67 1.98 0.32
C -3.79 2.71 0.10
S -4.08 2.82 -1.59
C -2.66 1.88 -1.89
N -2.00 1.50 -0.81
N -2.29 1.60 -3.14
H 1.27 -0.86 2.01
H 0.16 -0.43 4.42
H -3.50 2.78 2.98
H -4.46 3.16 0.81
H -2.88 1.85 -3.92
H -1.51 0.99 -3.32
C 1.47 5.10 -1.90
P 0.25 3.96 -1.17
C 0.77 4.02 0.60
C -1.21 5.07 -1.11
H 1.56 6.02 -1.32
H 1.15 5.37 -2.91
H 2.45 4.63 -1.97
H 0.52 4.97 1.07
H 1.85 3.89 0.66
H 0.31 3.20 1.17
H -0.94 6.06 -0.72
H -1.98 4.66 -0.46
H -1.63 5.20 -2.11
*
```

Here are the Mulliken charges for atoms 1 to 4, given in e:
1 Mg 1.46
2 C -1.26
3 C 0.46
4 C -1.36

---

Entry 3:
Formula: C20H46N8O10
Source: the Open Molecules 2025 dataset
Level of theory: the ωB97M-V functional and the def2-TZVPD basis

The lowest unoccupied orbital energy comes out at 0.0 eV. The value obtained for the HOMO energy is -9.35 eV. As for the SMILES: O=C1CCCO1.CC(N)=O.CC(N)=O.CC(N)=O.CC(N)=O.CC(N)=O.CC(N)=O.CC(N)=O.CC(N)=O. For the electronic energy, the calculation gives -1980.165958 Eh.

ORCA input file:
```
! wB97M-V def2-TZVPD RIJCOSX def2/J DEFGRID3
* xyz 0 1
O -4.75 1.78 2.97
C -4.35 1.60 4.06
C -2.92 1.28 4.58
C -3.06 1.23 6.12
C -4.44 1.71 6.34
O -5.17 1.60 5.10
H -2.36 0.50 4.07
H -2.36 2.18 4.30
H -2.73 0.24 6.44
H -2.43 1.92 6.67
H -4.94 1.06 7.06
H -4.49 2.76 6.60
C -2.96 4.69 -1.57
C -2.83 3.50 -2.39
N -3.78 2.58 -2.24
O -1.84 3.26 -3.08
H -2.70 5.51 -2.25
H -2.27 4.63 -0.73
H -3.99 4.90 -1.29
H -4.25 2.46 -1.35
H -3.53 1.77 -2.78
C 0.32 -1.45 -0.78
C 1.62 -0.88 -0.28
N 1.72 0.44 -0.50
O 2.52 -1.49 0.22
H -0.47 -0.71 -0.72
H 0.15 -2.28 -0.09
H 0.47 -2.08 -1.66
H 2.64 0.86 -0.45
H 1.08 0.74 -1.22
C 1.12 -10.29 1.56
C 1.84 -9.43 0.39
N 1.81 -8.13 0.43
O 2.46 -10.00 -0.46
H 0.64 -11.15 1.10
H 0.45 -9.75 2.23
H 1.89 -10.58 2.28
H 1.92 -7.50 -0.35
H 1.26 -7.78 1.20
C 9.13 1.41 -0.95
C 7.88 1.25 -1.79
N 7.67 0.12 -2.42
O 7.06 2.15 -1.92
H 9.69 2.21 -1.42
H 9.61 0.43 -0.97
H 8.91 1.79 0.04
H 6.76 -0.13 -2.78
H 8.31 -0.64 -2.22
C -5.75 -3.62 -2.67
C -5.95 -4.98 -3.46
N -4.93 -5.82 -3.88
O -7.03 -5.32 -3.72
H -5.85 -2.67 -3.21
H -4.76 -3.58 -2.20
H -6.54 -3.65 -1.92
H -5.09 -6.66 -4.41
H -4.13 -5.70 -3.28
C -4.99 -5.11 4.30
C -4.24 -4.85 3.01
N -4.27 -5.85 2.03
O -3.71 -3.78 2.63
H -5.88 -4.49 4.23
H -4.36 -4.89 5.16
H -5.22 -6.16 4.49
H -4.88 -6.66 2.03
H -3.72 -5.78 1.19
C 4.57 7.23 0.79
C 4.42 6.89 2.24
N 5.46 6.71 3.07
O 3.35 6.92 2.73
H 5.55 7.59 0.47
H 3.81 7.99 0.58
H 4.22 6.38 0.21
H 5.42 6.79 4.07
H 6.36 6.74 2.60
C 2.53 7.36 -5.08
C 2.53 6.45 -6.34
N 2.11 5.22 -6.28
O 2.86 6.92 -7.41
H 1.79 8.16 -5.20
H 3.59 7.63 -5.14
H 2.39 6.85 -4.13
H 2.33 4.66 -7.09
H 1.71 4.79 -5.47
*
```

Here are the Mulliken charges for atoms 1 to 4, given in e:
1 O -0.57
2 C 0.47
3 C -0.40
4 C -0.46

---

Entry 4:
Formula: C24H25N5O5S
Source: the Open Molecules 2025 dataset
Level of theory: the ωB97M-V functional and the def2-TZVPD basis

The lowest unoccupied orbital energy comes out at -0.3 eV. The energy relative to the best compared isomer or geometry (same formula, charge and spin) is 0.0 kcal/mol. The value obtained for the HOMO energy is -8.57 eV. As for the SMILES: O=C(CSC1=Nc2ccccc2C2=N[C@H](CC(=O)NCc3ccco3)C(=O)N12)NC[C@H]1CCCO1. For the electronic energy, the calculation gives -1977.799135 Eh.

ORCA input file:
```
! wB97M-V def2-TZVPD RIJCOSX def2/J DEFGRID3
* xyz 0 1
O 1.93 4.16 0.50
C 1.81 2.95 0.50
C 2.04 2.11 1.75
S 0.54 1.46 2.57
C 0.26 0.01 1.67
N 0.88 -0.25 0.56
C 0.58 -1.40 -0.14
C 1.17 -1.58 -1.39
C 0.88 -2.71 -2.12
C 0.00 -3.68 -1.64
C -0.60 -3.50 -0.41
C -0.33 -2.37 0.34
C -0.94 -2.10 1.61
N -1.75 -2.82 2.29
C -2.09 -2.11 3.50
C -3.60 -1.96 3.71
C -4.25 -1.21 2.54
O -4.78 -0.13 2.66
N -4.19 -1.90 1.37
C -4.49 -1.23 0.12
C -3.36 -0.36 -0.33
C -2.86 0.79 0.21
C -1.77 1.16 -0.62
C -1.69 0.22 -1.59
O -2.64 -0.72 -1.42
C -1.36 -0.77 3.40
O -1.33 0.16 4.15
N -0.65 -0.87 2.21
N 1.51 2.21 -0.58
C 1.39 2.76 -1.91
C 2.65 2.45 -2.74
C 3.92 3.08 -2.16
C 4.69 1.89 -1.60
C 4.21 0.77 -2.52
O 2.85 1.04 -2.76
H 2.50 2.75 2.51
H 2.68 1.26 1.53
H 1.84 -0.82 -1.78
H 1.34 -2.85 -3.09
H -0.21 -4.55 -2.23
H -1.30 -4.23 -0.01
H -1.68 -2.66 4.35
H -4.05 -2.95 3.80
H -3.78 -1.39 4.62
H -3.57 -2.70 1.34
H -4.71 -1.98 -0.64
H -5.38 -0.61 0.30
H -3.23 1.29 1.07
H -1.15 2.03 -0.50
H -1.03 0.09 -2.42
H 1.43 1.21 -0.47
H 0.52 2.31 -2.40
H 1.26 3.84 -1.83
H 2.47 2.80 -3.77
H 4.50 3.57 -2.95
H 3.69 3.82 -1.40
H 4.40 1.68 -0.57
H 5.77 2.02 -1.64
H 4.77 0.78 -3.47
H 4.28 -0.23 -2.08
*
```

Here are the Mulliken charges for atoms 1 to 4, given in e:
1 O -0.70
2 C 0.72
3 C -0.90
4 S -0.06

---

> Which of these has the highest electronic energy?

CH3PS